[1]
{"formula": "C31H55BrF3N6O8P2", "method": "ωB97M-V/def2-TZVPD", "symbols": ["C", "C", "C", "C", "C", "C", "C", "F", "C", "F", "F", "N", "C", "P", "N", "O", "C", "C", "C", "C", "C", "C", "C", "C", "C", "C", "O", "O", "P", "O", "Br", "H", "H", "H", "H", "H", "H", "H", "H", "H", "H", "H", "H", "H", "H", "H", "H", "H", "H", "H", "H", "H", "H", "H", "H", "H", "H", "H", "C", "C", "O", "N", "C", "H", "H", "H", "H", "H", "H", "H", "C", "C", "O", "N", "C", "H", "H", "H", "H", "H", "H", "H", "C", "C", "O", "N", "C", "H", "H", "H", "H", "H", "H", "H", "C", "C", "O", "N", "C", "H", "H", "H", "H", "H", "H", "H"], "coordinates": [[0.16716, 4.69824, 0.76951], [-0.13431, 3.41545, 0.66891], [-1.56754, 2.98839, 0.63615], [-2.39150, 3.35142, -0.39890], [-1.96659, 4.14834, -1.60538], [-1.93063, 3.17661, -2.83587], [-0.87194, 2.13343, -2.78035], [-0.63161, 1.41474, -1.64297], [-0.13425, 1.79365, -3.89713], [-0.37451, 0.67671, -4.55509], [0.86870, 2.45814, -4.38761], [-3.66937, 2.95554, -0.33957], [-4.18682, 2.22069, 0.65051], [-6.02075, 1.83450, 0.47001], [-6.75679, 2.50822, 1.89965], [-6.52394, 2.69700, -0.85517], [-3.39396, 1.79863, 1.68858], [-3.92416, 0.91813, 2.81054], [-4.39134, -0.44317, 2.28379], [-3.19562, -1.40095, 2.01131], [-3.72204, -2.58951, 1.17151], [-2.84889, -2.91607, -0.04017], [-2.92737, -1.83757, -1.15456], [-1.55258, -1.73486, -1.84328], [-2.06006, 2.20454, 1.67899], [-1.08320, 1.83985, 2.77149], [-0.10646, 1.17761, 2.47650], [-1.33670, 2.27015, 4.02922], [-0.49650, 1.28736, 5.21063], [-1.63440, 0.13725, 5.51627], [-0.50969, 2.59211, 7.02162], [1.17043, 5.09046, 0.64212], [-0.62354, 5.41190, 0.99521], [0.60841, 2.62667, 0.64394], [-0.99860, 4.60737, -1.45306], [-2.76438, 4.87344, -1.80618], [-1.82916, 3.75869, -3.75677], [-2.88866, 2.64170, -2.94215], [-4.28184, 3.25121, -1.09836], [-7.21652, 3.39710, 1.69790], [-5.98282, 2.72324, 2.52650], [-7.15244, 3.38341, -0.58215], [-3.07785, 0.72292, 3.47083], [-4.65493, 1.45404, 3.42141], [-4.91876, -0.36168, 1.33116], [-5.07429, -0.97069, 2.95567], [-2.84467, -1.74583, 2.99128], [-2.42008, -0.83828, 1.47479], [-4.73788, -2.41226, 0.80174], [-3.81958, -3.42983, 1.86791], [-1.81179, -3.14112, 0.22839], [-3.25451, -3.83051, -0.48861], [-3.60564, -2.19414, -1.93450], [-3.26678, -0.86569, -0.77763], [-1.21514, -2.72916, -2.14899], [-1.60746, -1.13366, -2.75793], [-0.79354, -1.30022, -1.18572], [-1.79275, -0.31051, 4.67021], [5.33451, 2.09524, -0.92992], [4.17010, 2.44087, -0.03713], [3.60589, 3.52715, -0.09869], [3.76303, 1.49942, 0.84668], [4.30991, 0.16664, 1.05855], [5.54530, 2.94077, -1.57883], [6.21777, 1.88409, -0.32914], [5.09580, 1.23011, -1.54941], [2.98231, 1.79045, 1.41382], [3.52103, -0.56715, 0.88089], [4.64445, 0.08199, 2.09202], [5.14513, -0.03949, 0.40083], [-4.13892, -5.49805, 6.33956], [-3.83245, -4.63114, 5.14404], [-4.69171, -4.32048, 4.33293], [-2.55066, -4.19933, 4.99255], [-1.40525, -4.46297, 5.84655], [-5.19211, -5.76074, 6.32330], [-3.55040, -6.41556, 6.30463], [-3.92831, -4.95893, 7.26401], [-2.41388, -3.62883, 4.17403], [-1.00588, -3.51621, 6.21468], [-0.63180, -4.96616, 5.26429], [-1.67447, -5.08628, 6.69180], [9.02419, -1.87222, -0.52495], [8.35268, -0.62535, -0.00492], [7.40647, -0.67652, 0.77030], [8.83786, 0.57029, -0.42667], [9.94240, 0.82226, -1.33563], [8.53019, -2.74137, -0.10154], [8.94552, -1.92142, -1.61172], [10.07372, -1.88990, -0.22949], [8.34961, 1.36194, -0.04075], [10.70083, 1.41469, -0.82224], [9.57821, 1.38871, -2.19413], [10.39000, -0.10175, -1.68420], [0.61151, -0.94260, -6.63339], [0.92588, -2.33999, -7.11406], [0.18135, -3.27906, -6.89060], [2.07852, -2.52320, -7.81209], [3.07896, -1.53550, -8.17160], [-0.33000, -0.96091, -6.10064], [1.39130, -0.59186, -5.95698], [0.51999, -0.26152, -7.48123], [2.22440, -3.47770, -8.10095], [3.17552, -1.50074, -9.25794], [4.04052, -1.82619, -7.74491], [2.81342, -0.54867, -7.80780]], "lowdin_charge": [0.0685, -0.1101, -0.0891, -0.1572, -0.0638, -0.1019, -0.2057, 0.0623, -0.2664, 0.1493, 0.2012, 0.1478, -0.2458, 0.9261, -0.1466, -0.2850, -0.1269, -0.1207, -0.1920, -0.1757, -0.1996, -0.2121, -0.2436, -0.1176, 0.0259, -0.5104, 0.0875, -0.2397, 0.6035, -0.3251, 0.3220, 0.0785, 0.0872, 0.1090, 0.1136, 0.1316, 0.1384, 0.1284, 0.1522, 0.0436, 0.0212, 0.0623, 0.0777, 0.1197, 0.0473, 0.1329, 0.0892, 0.1092, 0.1164, 0.0976, 0.1109, 0.1139, 0.1071, 0.0874, 0.0803, 0.0544, 0.0659, 0.0252, -0.0005, -0.5509, 0.0096, 0.0135, -0.0655, 0.0840, 0.0619, 0.0908, 0.1259, 0.0831, 0.0890, 0.0470, -0.0073, -0.5479, 0.0273, 0.0061, -0.0690, 0.0848, 0.0876, 0.0866, 0.1106, 0.0793, 0.0856, 0.0747, -0.0070, -0.5412, 0.0186, 0.0080, -0.0680, 0.0837, 0.0859, 0.0874, 0.1234, 0.0861, 0.0840, 0.0731, -0.0237, -0.5515, 0.0357, 0.0047, -0.0770, 0.0645, 0.0793, 0.0903, 0.1407, 0.0841, 0.0826, 0.0699], "orbital_gap_ev": 6.698, "total_charge": 1, "lumo_energy_ha": -0.1452, "homo_energy_ev": -10.647}

[2]
{"formula": "C31H55ClO2P2Si2Zr", "method": "ωB97M-V/def2-TZVPD", "symbols": ["Zr", "C", "C", "C", "Si", "C", "C", "Si", "H", "H", "H", "Cl", "C", "C", "C", "C", "H", "H", "H", "H", "H", "H", "H", "H", "H", "H", "H", "H", "C", "C", "P", "H", "H", "P", "H", "H", "C", "C", "C", "C", "C", "H", "C", "H", "H", "H", "H", "H", "H", "H", "C", "C", "H", "H", "H", "H", "H", "H", "H", "C", "C", "H", "H", "H", "H", "H", "H", "C", "C", "H", "H", "H", "H", "H", "H", "H", "C", "H", "H", "H", "O", "C", "O", "C", "C", "C", "C", "C", "C", "H", "H", "H", "H", "H"], "coordinates": [[-0.12275, 0.00254, -0.26277], [1.52641, -0.17116, -2.20285], [0.73068, -1.35127, -2.19851], [-0.61121, -0.91292, -2.53892], [1.41113, -3.04752, -1.74002], [-0.61166, 0.49951, -2.66586], [0.73055, 0.99082, -2.40934], [1.40780, 2.74095, -2.24968], [2.60659, -0.16944, -2.18517], [-1.46037, -1.56964, -2.70856], [-1.46073, 1.11600, -2.94851], [-4.34677, 0.19954, 1.88331], [3.25789, 2.63135, -2.09998], [0.84113, 3.76177, -3.70144], [3.26051, -2.91028, -1.59814], [0.85741, -4.30259, -3.00169], [1.46130, 3.47619, -4.56527], [0.98450, 4.83650, -3.51493], [-0.21144, 3.58689, -3.96164], [3.52802, 2.07451, -1.19071], [3.70088, 3.63589, -2.04343], [3.67131, 2.10921, -2.97396], [1.45679, -4.14346, -3.91164], [-0.20334, -4.20339, -3.26855], [1.03622, -5.32925, -2.64866], [3.67944, -2.54097, -2.54437], [3.70409, -3.89054, -1.37291], [3.52688, -2.21011, -0.79281], [0.76194, 3.44551, -0.60083], [0.75662, -3.46263, 0.00218], [-0.86792, 2.77109, -0.14276], [0.71953, 4.54411, -0.67196], [1.50281, 3.19495, 0.17949], [-0.87347, -2.71522, 0.33144], [1.49548, -3.08915, 0.73369], [0.71280, -4.55792, 0.11442], [-1.47950, -3.29286, 1.99707], [-1.99418, -3.68459, -0.82017], [-1.98783, 3.52677, -1.44678], [-1.47294, 3.63640, 1.39338], [-1.55430, 2.66896, 2.57917], [-2.50625, 3.92915, 1.14150], [-0.67273, 4.90656, 1.70137], [0.39589, 4.69265, 1.83792], [-1.05842, 5.35066, 2.62649], [-0.78365, 5.66239, 0.91139], [-2.29881, 1.86936, 2.40426], [-1.89294, 3.23676, 3.45900], [-0.58052, 2.20856, 2.80850], [-1.54042, 3.18344, -2.39382], [-2.01908, 5.06384, -1.45478], [-3.42218, 2.97671, -1.36687], [-1.02674, 5.51249, -1.60368], [-2.46922, 5.46384, -0.53275], [-2.65595, 5.38459, -2.29586], [-3.46106, 1.91781, -1.64560], [-4.05550, 3.53754, -2.07102], [-3.85467, 3.08118, -0.35987], [-1.54931, -3.51272, -1.81414], [-3.42850, -3.12859, -0.83315], [-2.02462, -5.19822, -0.55531], [-1.03203, -5.66481, -0.62448], [-2.66373, -5.66462, -1.32321], [-2.47119, -5.42649, 0.42506], [-3.46684, -2.12983, -1.28171], [-3.86089, -3.06728, 0.17751], [-4.06219, -3.79717, -1.43572], [-1.55480, -2.13538, 2.99866], [-0.67995, -4.48906, 2.52374], [-2.51513, -3.62086, 1.80504], [0.38818, -4.25235, 2.62061], [-0.78946, -5.37203, 1.87909], [-1.06510, -4.76216, 3.51328], [-0.57882, -1.64441, 3.13767], [-1.88821, -2.54289, 3.96542], [-2.29823, -1.37650, 2.69143], [-2.35786, 0.00068, -0.14996], [-2.90779, -0.07037, -1.09643], [-2.70835, -0.83912, 0.46849], [-2.69354, 0.93524, 0.32556], [0.54365, 0.11782, 1.85461], [1.80037, 0.09881, 1.50479], [2.03749, 0.04443, 0.23714], [2.91858, 0.12824, 2.41881], [4.21965, 0.07206, 1.88690], [5.29767, 0.07441, 2.77374], [5.05331, 0.14959, 4.15718], [3.74784, 0.21924, 4.66371], [2.66711, 0.21333, 3.79086], [4.35588, 0.03145, 0.80235], [6.31722, 0.02091, 2.39014], [5.89238, 0.15667, 4.85004], [3.56238, 0.28175, 5.73636], [1.62679, 0.27813, 4.11841]], "lowdin_charge": [1.5200, -0.2123, -0.3406, -0.1888, 0.5162, -0.1890, -0.3407, 0.5140, 0.1034, 0.1048, 0.1047, -0.3774, -0.1681, -0.1673, -0.1675, -0.1673, 0.0404, 0.0402, 0.0301, 0.0292, 0.0433, 0.0425, 0.0405, 0.0295, 0.0404, 0.0424, 0.0433, 0.0279, -0.4138, -0.4125, 0.9888, 0.0411, 0.0550, 0.9903, 0.0545, 0.0410, -0.5222, -0.5246, -0.5241, -0.5235, -0.1223, 0.1011, -0.1190, 0.0736, 0.0822, 0.0598, 0.0097, 0.0827, 0.0602, 0.0584, -0.1065, -0.1007, 0.0644, 0.0774, 0.0857, 0.0546, 0.0830, 0.0830, 0.0595, -0.1012, -0.1072, 0.0645, 0.0856, 0.0772, 0.0543, 0.0834, 0.0831, -0.1214, -0.1194, 0.1011, 0.0735, 0.0597, 0.0822, 0.0575, 0.0829, 0.0122, -0.4496, -0.0022, -0.1112, -0.1140, -0.1582, -0.5228, -0.1697, -0.1501, -0.0018, -0.0617, -0.0640, -0.0629, 0.0017, 0.1172, 0.1070, 0.1056, 0.1099, 0.1282], "orbital_gap_ev": 5.315, "lumo_energy_ha": -0.0263, "homo_energy_ev": -6.031}